1.
Below is a structure of composition C14H43Li2N16O17, with properties calculated with the ωB97M-V functional and the def2-TZVPD basis.

Values from the calculation:
Charge: -1
2S+1: 1

Atoms and positions in Å:
Li1 22.3433 -20.7957 -19.0612
Li2 20.9855 -19.1968 -20.8336
C1 19.2105 -19.9050 -17.0890
C2 17.8762 -19.6630 -16.7425
C3 16.8697 -19.3144 -17.8159
O1 15.6531 -19.1918 -17.5305
C4 17.2836 -19.2828 -19.1439
C5 18.5967 -19.5293 -19.5556
C6 19.6538 -19.7368 -18.4326
O2 20.8459 -19.5839 -18.7589
O3 18.9998 -19.6632 -20.7313
O4 17.5164 -19.8847 -15.5590
H1 19.9699 -20.3614 -16.4658
H2 16.5736 -19.0132 -19.9162
O5 22.8360 -19.9010 -20.6888
H3 23.7164 -19.5596 -20.5159
O6 18.0712 -18.0397 -23.2945
H4 18.0140 -18.7723 -23.9142
H5 17.9064 -18.4406 -22.4318
O7 19.9564 -21.8268 -14.1892
H6 19.3775 -21.9831 -14.9459
H7 20.6972 -22.4282 -14.3140
O8 13.1680 -20.2595 -18.4642
H8 13.0745 -19.8996 -17.5761
H9 14.0670 -20.0168 -18.7245
O9 21.5757 -22.6374 -18.2861
H10 20.6866 -22.9319 -18.5566
H11 21.5443 -22.6057 -17.3244
C7 18.2420 -24.2819 -18.1624
O10 19.2432 -24.4526 -18.8737
N1 17.5890 -25.2711 -17.5181
N2 17.8054 -23.0313 -17.8566
H12 17.7514 -26.2304 -17.7516
H13 16.7828 -24.9547 -16.9897
H14 18.3179 -22.2536 -18.2367
H15 17.0632 -22.8878 -17.1939
C8 20.2600 -17.1847 -14.4503
O11 20.7318 -16.2134 -13.8738
N3 19.8804 -18.3027 -13.7521
N4 20.0600 -17.2472 -15.7854
H16 19.3788 -19.0677 -14.1829
H17 19.7487 -18.2229 -12.7612
H18 19.9898 -16.3978 -16.3131
H19 19.7826 -18.1415 -16.1777
C9 12.7469 -18.4692 -15.0777
O12 11.8442 -18.5245 -14.2425
N5 12.8299 -17.4314 -15.9547
N6 13.6543 -19.4645 -15.2521
H20 12.1218 -16.7248 -15.9606
H21 13.5210 -17.4366 -16.6858
H22 13.6053 -20.2929 -14.6961
H23 14.3220 -19.2957 -15.9989
C10 23.8054 -19.4167 -15.1096
O13 24.7007 -19.4221 -15.9428
N7 24.0478 -19.1517 -13.7859
N8 22.4852 -19.4893 -15.4391
H24 23.3077 -19.0953 -13.1131
H25 24.9830 -18.8582 -13.5794
H26 21.7672 -19.3578 -14.7448
H27 22.1965 -19.6250 -16.3887
C11 20.6287 -22.8493 -21.6076
O14 21.3383 -22.0306 -22.1638
N9 20.9024 -24.1959 -21.5785
N10 19.4629 -22.5402 -20.9705
H28 21.7805 -24.4863 -21.9675
H29 20.5395 -24.7219 -20.7982
H30 19.1005 -21.6144 -21.1256
H31 18.8807 -23.2796 -20.6234
C12 17.0023 -15.8128 -19.8922
O15 18.1589 -15.9920 -19.5358
N11 16.6688 -14.9977 -20.9219
N12 15.9623 -16.5023 -19.3343
H32 17.4145 -14.4824 -21.3468
H33 15.7255 -14.9660 -21.2543
H34 16.1756 -17.1749 -18.6192
H35 15.0223 -16.4022 -19.6667
C13 16.1640 -16.1475 -15.2422
O16 15.8174 -15.0512 -14.8197
N13 16.9508 -16.2765 -16.3651
N14 15.8555 -17.3303 -14.6644
H36 17.4000 -17.1707 -16.4516
H37 17.3708 -15.4721 -16.7914
H38 15.2015 -17.2866 -13.9041
H39 16.1677 -18.2309 -14.9945
C14 15.9012 -23.2782 -15.1299
O17 15.5845 -24.3937 -15.5429
N15 16.8095 -23.1253 -14.1263
N16 15.5880 -22.1254 -15.7797
H40 17.1953 -22.2210 -13.9153
H41 17.2304 -23.9761 -13.8039
H42 15.2384 -22.2305 -16.7197
H43 15.9871 -21.2270 -15.5291

Atomic forces in eV per Å
Li -0.072 0.151 -0.867
Li 0.877 -0.695 0.117
C 0.515 -0.433 -2.221
C 1.006 -1.670 1.438
C -1.068 -0.234 -0.764
O 0.381 0.215 0.715
C 0.725 0.099 -0.864
C 0.026 -0.387 0.887
C -0.727 1.370 0.545
O -0.047 -0.748 -0.136
O 0.156 0.671 -0.130
O -0.821 0.531 -0.077
H -0.299 0.349 0.701
H -0.142 -0.238 0.103
O -0.513 -0.017 0.803
H -0.068 0.199 -0.275
O -0.157 0.065 -0.020
H 0.051 -0.034 0.022
H 0.226 -0.067 0.077
O -0.070 -0.034 -0.094
H -0.044 0.080 0.012
H 0.030 0.004 0.053
O -0.043 -0.123 -0.280
H -0.004 -0.063 0.032
H -0.055 0.096 0.266
O 0.016 0.482 0.084
H 0.120 -0.256 -0.211
H 0.014 -0.107 -0.001
C 1.025 -0.084 0.396
O -0.299 -0.180 -0.047
N -0.335 0.668 -0.104
N 0.040 -0.124 -0.234
H 0.001 -0.017 -0.037
H -0.199 -0.836 0.224
H -0.145 0.133 0.092
H 0.118 0.275 -0.080
C -0.073 1.110 0.760
O -0.167 -0.127 -0.140
N 0.170 -1.135 0.001
N -0.040 -0.678 -0.154
H -0.210 0.231 -0.124
H 0.213 0.270 0.025
H 0.279 -0.016 -0.071
H -0.078 0.585 -0.287
C -1.769 -0.262 0.702
O 0.497 0.060 -0.046
N 0.637 -0.085 -0.463
N 0.313 0.931 -0.866
H -0.064 -0.036 0.202
H 0.025 0.176 0.042
H 0.026 -0.115 -0.007
H 0.446 -0.754 0.392
C 0.005 1.352 -0.527
O -0.055 -0.545 0.161
N 0.047 -0.567 -0.240
N -0.257 -0.690 0.434
H 0.074 0.204 0.090
H -0.039 0.000 0.227
H -0.047 0.033 -0.021
H 0.193 0.211 -0.183
C 0.161 -0.020 -0.254
O -0.302 -0.076 -0.098
N -0.019 -0.403 0.041
N -0.009 0.387 0.082
H 0.137 0.149 0.143
H 0.036 -0.074 -0.035
H -0.063 0.071 0.050
H -0.083 0.043 -0.008
C 0.011 -1.146 0.154
O 0.121 0.324 0.267
N -0.107 0.293 0.092
N 0.047 0.413 -0.254
H -0.096 0.029 -0.215
H 0.081 0.231 -0.237
H -0.211 0.160 0.052
H -0.048 -0.063 0.114
C 0.736 0.999 -0.277
O -0.324 -0.399 -0.050
N -0.386 -0.650 0.163
N -0.341 -0.097 0.564
H 0.351 0.237 -0.306
H 0.052 0.066 0.124
H 0.027 -0.077 0.019
H 0.040 0.054 -0.096
C 1.468 0.036 -0.731
O -0.375 0.138 0.074
N -0.531 -0.040 0.225
N -0.610 0.046 -0.173
H 0.157 -0.103 0.131
H 0.086 0.123 0.272
H -0.530 0.173 0.223
H 0.182 -0.014 -0.089

=====

2.
Below is a structure of composition C16H15BrInS, with properties calculated with the ωB97M-V functional and the def2-TZVPD basis.

Values from the calculation:
Charge: -1
2S+1: 1

Atoms and positions in Å:
C1 3.4845 0.0001 -0.2202
C2 2.8442 1.0943 0.3999
C3 2.0160 0.5817 1.4768
H1 3.0176 2.1483 0.2096
C4 2.1444 -0.8689 1.4376
C5 3.0624 -1.2015 0.4143
H2 3.4456 -2.1964 0.1754
H3 4.2279 0.0574 -1.0191
H4 1.5852 1.1658 2.2869
H5 1.7437 -1.5499 2.1820
In1 0.1257 0.4001 0.1063
Br1 -0.6350 2.6700 -0.3492
C6 -0.4721 -0.8057 -2.7041
C7 0.4431 -1.9000 -2.5793
C8 1.7351 -1.4346 -2.9356
H6 0.1782 -2.9086 -2.2606
C9 1.6243 -0.0571 -3.3106
C10 0.2607 0.3285 -3.1713
H7 -0.1515 1.3176 -3.3652
H8 -1.5462 -0.8607 -2.5735
H9 2.6638 -2.0207 -2.9082
H10 2.4588 0.5876 -3.6191
S1 -1.0668 -1.6983 0.6087
C11 -2.1579 -0.5860 1.3785
C12 -3.1665 0.0193 0.5904
C13 -3.9084 1.0612 1.1127
C14 -3.6956 1.4784 2.4333
C15 -2.6637 0.9239 3.2032
C16 -1.8957 -0.1100 2.6928
H11 -3.2593 -0.2840 -0.4537
H12 -4.6415 1.5619 0.4810
H13 -4.3127 2.2768 2.8475
H14 -2.4511 1.3171 4.1978
H15 -1.0372 -0.5079 3.2351

Atomic forces in eV per Å
C -0.267 0.691 0.629
C 0.680 -0.745 -0.219
C -0.727 -0.568 -0.944
H -0.140 -0.205 -0.124
C 1.502 -0.131 -0.206
C -0.459 0.500 0.907
H -0.434 0.351 0.028
H -0.517 0.041 0.187
H 0.230 -0.090 -0.021
H -0.130 0.130 -0.313
In 0.946 -1.399 -1.087
Br -0.413 0.658 0.048
C 0.710 -0.183 0.376
C 0.246 0.585 -0.085
C -0.543 0.404 -0.258
H 0.109 0.289 -0.050
C -0.178 -0.462 0.180
C 0.766 -0.081 0.442
H 0.094 -0.259 -0.014
H 0.050 0.016 0.002
H -0.484 0.298 -0.018
H -0.480 -0.285 0.181
S 0.613 -0.401 -0.372
C -0.696 1.074 0.657
C 0.518 -0.163 0.496
C -0.167 0.036 0.492
C 0.086 0.145 -0.051
C -0.494 0.167 -0.104
C -0.254 -0.078 -0.931
H -0.055 0.010 0.332
H 0.082 -0.084 0.239
H 0.234 -0.142 -0.106
H -0.123 -0.093 -0.210
H -0.306 -0.024 -0.081

=====

3.
Below is a structure of composition C32H76Cl8N4, with properties calculated with the ωB97M-V functional and the def2-TZVPD basis.

Values from the calculation:
Energy relative to the best compared isomer or geometry (same formula, charge and spin) (kJ/mol): 2202.08
2S+1: 1

Atoms and positions in Å:
Cl1 11.3980 22.7410 34.9730
C1 13.0260 22.6990 34.3500
C2 14.0120 23.5930 35.1290
Cl2 13.7180 25.3830 34.9200
H1 13.2000 23.0320 33.3170
H2 13.6120 21.7390 34.6630
H3 14.9510 23.4320 34.9200
H4 14.0950 23.3460 36.0850
Cl3 11.2530 23.5770 23.9990
C3 10.7470 23.0830 25.6720
C4 10.1840 24.2210 26.4680
Cl4 8.5370 24.7230 26.1350
H5 11.5200 22.4920 25.9840
H6 10.0540 22.2910 25.3310
H7 10.6780 25.0970 26.4990
H8 10.0650 23.8810 27.4800
Cl5 11.5860 30.6100 32.0240
C5 10.6110 29.2680 32.5460
C6 10.0150 28.5370 31.3450
Cl6 11.3080 27.9430 30.3150
H9 10.0290 29.6040 33.4570
H10 11.3370 28.8260 33.1640
H11 9.3530 29.3590 30.9360
H12 9.3110 27.7380 31.6990
Cl7 11.2130 20.5130 32.3080
C7 11.8630 21.3320 30.8050
C8 12.3570 20.4230 29.6870
Cl8 12.9240 21.2550 28.3930
H13 12.5510 21.9690 31.2040
H14 10.8480 21.9030 30.4450
H15 11.6680 19.6160 29.3580
H16 13.1630 19.8760 29.9350
C9 5.7290 29.9460 32.0120
C10 4.1560 29.7210 31.7610
N1 4.0660 29.0500 30.3930
C11 4.4190 27.6830 30.3090
C12 4.1130 26.7700 31.2310
C13 2.6390 29.2650 30.0290
C14 2.3540 29.0010 28.5160
H17 5.9220 30.3350 33.0100
H18 6.2270 30.5430 31.3390
H19 6.2590 28.8670 31.9490
H20 3.7640 30.5950 31.5280
H21 3.5370 29.0260 32.4450
H22 5.5030 27.7330 30.5610
H23 4.4720 27.2770 29.3630
H24 3.8190 27.0160 32.3380
H25 4.8760 26.0440 31.3150
H26 3.2350 26.1390 30.8590
H27 2.1980 30.2410 30.0320
H28 2.1000 28.5980 30.6300
H29 1.3660 29.5380 28.2680
H30 2.6500 28.0110 28.2220
H31 3.0200 29.4810 28.0820
C15 9.4710 31.6810 26.4920
C16 8.6970 30.8520 27.4070
N2 8.0970 29.6860 26.6100
C17 8.8860 28.6340 26.0600
C18 10.0820 28.3470 26.7020
C19 6.9190 29.2580 27.3780
C20 5.6760 29.0590 26.5130
H32 8.8900 32.2220 25.7550
H33 9.9720 31.2250 25.6920
H34 10.0040 32.4000 27.1040
H35 8.2440 31.5160 28.0680
H36 9.4580 30.2180 28.1190
H37 9.2140 29.1980 25.1550
H38 8.3560 28.1050 25.4820
H39 10.5960 29.1420 27.2670
H40 10.7590 27.7650 25.9300
H41 10.0490 27.5120 27.4980
H42 6.8430 29.8540 28.3260
H43 7.2810 28.1260 28.0430
H44 4.9260 28.5170 27.0190
H45 6.1870 28.7070 25.4880
H46 5.3100 29.8930 26.5130
C21 8.3450 25.9660 29.5830
C22 7.9540 24.8690 30.4770
N3 8.3240 25.0750 31.9550
C23 7.6010 24.6520 32.9990
C24 6.9700 23.5010 32.8580
C25 9.7410 24.8060 32.0100
C26 10.4890 25.3920 33.2380
H47 8.3810 26.7780 30.1960
H48 7.7330 26.3110 28.7240
H49 9.3690 25.8250 29.2420
H50 8.4160 23.7940 30.1470
H51 6.8770 24.6940 30.1300
H52 7.0450 25.2950 32.8330
H53 7.9480 25.0420 33.9340
H54 6.6730 22.9330 31.9460
H55 6.0430 23.5180 33.3210
H56 7.7140 22.7120 33.2060
H57 10.2890 25.1060 31.0230
H58 9.7130 23.7770 32.0450
H59 9.8240 25.1110 34.1610
H60 10.4190 26.4580 33.0560
H61 11.2910 24.8610 33.4090
C27 7.9430 30.9810 36.3490
C28 9.3040 31.4220 36.7290
N4 10.2270 30.3610 36.2890
C29 11.5730 30.8280 36.0050
C30 12.2020 31.4820 36.8930
C31 10.3950 29.1760 37.0830
C32 10.7280 27.8710 36.3920
H62 7.7990 30.8510 35.2940
H63 7.2000 31.7000 36.6820
H64 7.6190 30.0450 36.7140
H65 9.3320 31.5910 37.8210
H66 9.3690 32.2910 36.3650
H67 11.1010 31.5260 35.2300
H68 12.4140 30.1030 35.6330
H69 11.8350 32.2410 37.6610
H70 13.0350 32.0730 36.3060
H71 12.8660 30.8690 37.4330
H72 9.7000 28.9480 37.5750
H73 11.0650 29.5170 37.9480
H74 10.7910 26.9360 37.1070
H75 11.6620 27.8000 35.8880
H76 9.9450 27.6970 35.7190

Atomic forces in eV per Å
Cl -0.007 -0.145 -0.052
C 3.734 -0.288 1.503
C -5.065 2.432 -2.195
Cl 0.122 -0.829 0.275
H -0.890 -0.781 0.056
H -1.826 0.787 -1.383
H 5.000 -0.742 -2.654
H -0.988 -0.541 4.706
Cl 0.285 0.498 -0.016
C -2.428 0.214 -3.316
C -1.502 -3.123 1.057
Cl -0.985 0.010 -0.912
H 2.344 -0.578 1.787
H -0.576 0.721 1.008
H 2.396 2.601 -0.263
H 0.451 -0.293 0.682
Cl 0.404 1.698 -0.646
C -0.244 0.322 1.854
C -1.854 1.265 2.014
Cl -0.317 -0.122 -0.286
H -0.822 -0.048 -1.725
H 1.052 -2.162 0.079
H 0.884 -1.194 -0.633
H 0.930 0.375 -0.483
Cl 0.424 -0.359 -0.721
C -5.465 -0.748 -1.279
C -3.304 -1.527 2.089
Cl 0.987 2.736 -3.587
H 1.977 1.872 0.444
H 2.892 -1.022 0.633
H -0.322 0.948 0.388
H 2.765 -1.911 1.920
C -1.522 -4.598 2.368
C 3.874 -5.519 -1.001
N -2.588 3.252 -0.103
C 6.007 5.449 -1.250
C -6.278 -6.771 6.319
C 0.678 -1.107 -2.694
C -5.445 -2.737 4.577
H -0.014 -0.066 0.152
H 0.507 1.463 -1.915
H -1.054 2.429 0.331
H -2.197 4.078 -0.120
H 1.277 1.710 -0.179
H 0.239 0.634 -1.031
H -0.485 -0.394 -2.459
H 0.701 0.107 -2.103
H 0.927 -0.910 0.258
H 0.478 0.459 0.884
H 0.650 1.009 1.376
H -1.577 -0.816 1.026
H 1.159 -1.855 -0.016
H -1.299 -0.975 -0.290
H 6.087 5.133 -4.166
C -0.025 1.945 -0.593
C 4.185 -5.711 -1.004
N -4.538 3.016 3.387
C 2.175 8.563 -0.318
C 5.071 -5.712 2.475
C 2.181 -3.817 3.016
C 6.707 -8.003 -0.834
H -1.327 0.845 0.589
H 2.074 -1.507 -0.158
H 0.752 0.182 -0.493
H -2.455 0.239 0.856
H -1.350 2.027 -0.954
H 0.741 0.030 -0.144
H -4.382 -5.657 -2.929
H -0.066 -0.142 -1.070
H -0.719 1.613 1.387
H -0.446 1.084 -0.681
H -0.640 -0.076 -1.232
H -1.207 2.686 -2.075
H -0.579 -1.737 0.073
H -2.188 0.527 2.094
H -4.016 9.618 -1.374
C 1.548 -0.147 -1.936
C -1.834 -4.231 0.373
N 5.610 3.546 -7.186
C 6.817 -1.627 2.434
C -0.986 -10.807 0.013
C 1.536 1.422 -0.975
C -7.419 1.024 -0.369
H 0.157 2.652 1.561
H 0.019 -1.099 0.525
H 0.087 0.205 -0.354
H -0.689 2.229 0.570
H 0.772 0.061 1.902
H -11.413 10.520 -1.031
H 0.822 -0.874 0.810
H 0.602 1.727 -0.577
H -1.582 -0.596 1.893
H -1.462 -0.054 0.565
H -1.034 -0.328 1.800
H 1.216 -3.025 0.087
H 1.222 0.874 -1.468
H 1.057 0.216 0.641
H 4.825 -1.659 0.561
C -1.663 0.441 -0.144
C -0.648 -7.805 3.770
N 0.452 -1.788 -0.568
C -6.850 -3.424 -10.681
C 8.857 9.080 8.443
C 9.633 3.404 -3.233
C 1.120 -1.412 1.950
H 0.325 0.332 -0.841
H -0.206 0.219 0.086
H -0.025 -1.195 0.964
H 0.156 -0.228 0.019
H 1.889 6.585 -3.497
H 2.322 -0.384 -0.394
H -2.605 0.470 -0.478
H -0.439 -0.949 -1.295
H -1.329 -0.536 1.133
H 0.726 -0.906 1.499
H -11.168 -2.769 6.831
H 0.188 -1.074 -0.881
H -0.431 2.029 -0.954
H 0.808 0.333 -0.676
H -1.116 -0.498 -1.219

=====

Taking the records one at a time from the top gives frontier orbital gap values of 7.4 5.8 8.1 eV.
Taking the records one at a time from the top gives electronic energy values of -74291.2362 -102887.5922 -140532.3357 eV.
Taking the records one at a time from the top gives LUMO energy values of 0.875 2.457 0.363 eV.